Record 1
{"formula": "C21H27BrCl5OS4SiSr", "method": "the ωB97M-V functional and the def2-TZVPD basis", "e_tot_ha": -7679.82020, "charge": -1, "gap_ha": 0.22779, "e_lumo_ev": 2.09, "relative_energy_kcal_mol": 14.9, "symbols": ["Sr", "O", "C", "S", "C", "C", "S", "S", "S", "Cl", "C", "C", "C", "Cl", "C", "Cl", "C", "Cl", "C", "Cl", "C", "C", "C", "C", "Si", "Br", "C", "C", "C", "C", "C", "C", "C", "C", "H", "H", "H", "H", "H", "H", "H", "H", "H", "H", "H", "H", "H", "H", "H", "H", "H", "H", "H", "H", "H", "H", "H", "H", "H", "H", "H"], "coordinates": [[-0.07, 0.71, -4.04], [5.61, 5.01, -3.03], [4.66, 4.27, -3.16], [2.99, 4.75, -2.86], [2.23, 3.20, -3.18], [3.06, 2.19, -3.51], [2.70, 0.48, -3.89], [4.77, 2.56, -3.57], [0.46, 3.24, -3.02], [-3.70, 1.39, -3.79], [-3.51, -0.38, -3.94], [-2.23, -0.85, -4.10], [-2.11, -2.21, -4.19], [-0.46, -2.87, -4.38], [-3.18, -3.10, -4.13], [-2.96, -4.81, -4.24], [-4.46, -2.57, -3.96], [-5.83, -3.62, -3.87], [-4.63, -1.19, -3.86], [-6.22, -0.52, -3.65], [-0.24, 2.58, 1.10], [0.88, 1.59, 1.47], [2.05, 1.95, 0.53], [1.32, 1.88, 2.92], [0.28, -0.22, 1.28], [0.17, -0.50, -0.93], [1.54, -1.52, 1.86], [2.96, -1.16, 1.39], [1.56, -1.63, 3.40], [1.27, -2.92, 1.29], [-1.50, -0.52, 1.92], [-2.56, 0.18, 1.07], [-1.64, -0.04, 3.38], [-1.86, -2.02, 1.87], [0.18, 3.60, 1.15], [-1.09, 2.55, 1.79], [-0.60, 2.43, 0.08], [2.32, 2.99, 0.72], [1.78, 1.87, -0.52], [2.94, 1.35, 0.69], [1.57, 2.94, 3.00], [2.20, 1.32, 3.20], [0.54, 1.68, 3.65], [3.35, -0.25, 1.85], [3.02, -1.04, 0.31], [3.63, -1.98, 1.68], [1.76, -0.68, 3.89], [2.35, -2.32, 3.69], [0.62, -2.02, 3.80], [1.34, -2.93, 0.20], [0.30, -3.33, 1.56], [2.04, -3.60, 1.68], [-2.45, 1.26, 1.04], [-3.54, -0.04, 1.50], [-2.57, -0.18, 0.04], [-1.54, 1.04, 3.47], [-0.93, -0.51, 4.06], [-2.65, -0.31, 3.73], [-1.75, -2.43, 0.87], [-2.91, -2.12, 2.16], [-1.27, -2.62, 2.56]]}

***

Record 2
{"formula": "C21H27ClN6O", "method": "the ωB97M-V functional and the def2-TZVPD basis", "e_tot_ha": -1680.34185, "gap_ha": 0.33558, "e_lumo_ev": 0.59, "relative_energy_kcal_mol": 5.1, "symbols": ["C", "O", "C", "C", "N", "N", "N", "N", "C", "C", "C", "C", "C", "N", "C", "C", "C", "C", "C", "N", "C", "C", "C", "C", "C", "C", "C", "C", "Cl", "H", "H", "H", "H", "H", "H", "H", "H", "H", "H", "H", "H", "H", "H", "H", "H", "H", "H", "H", "H", "H", "H", "H", "H", "H", "H", "H"], "coordinates": [[-4.75, -1.69, -1.31], [-4.08, -1.03, -0.25], [-3.54, 0.22, -0.58], [-2.34, 0.13, -1.56], [-1.50, -0.99, -1.26], [-1.43, -2.04, -2.09], [-0.64, -2.88, -1.58], [-0.16, -2.45, -0.41], [-0.70, -1.27, -0.20], [-0.44, -0.35, 0.94], [-1.06, -0.92, 2.26], [-0.55, -2.29, 2.69], [-0.91, 0.09, 3.40], [0.96, 0.01, 0.90], [1.98, -0.94, 1.30], [3.17, -0.81, 0.40], [3.12, -1.27, -0.91], [4.22, -1.10, -1.74], [5.33, -0.45, -1.22], [5.40, 0.00, 0.02], [4.35, -0.18, 0.80], [1.26, 1.42, 1.07], [0.76, 2.17, -0.15], [1.32, 1.88, -1.39], [0.86, 2.49, -2.54], [-0.18, 3.40, -2.48], [-0.75, 3.70, -1.26], [-0.29, 3.08, -0.11], [-1.07, 3.49, 1.39], [-5.25, -2.54, -0.86], [-5.49, -1.03, -1.77], [-4.05, -2.04, -2.07], [-3.22, 0.65, 0.37], [-4.30, 0.88, -1.03], [-2.69, -0.03, -2.58], [-1.76, 1.06, -1.52], [-0.98, 0.57, 0.73], [-2.13, -1.03, 2.03], [-1.24, -2.71, 3.42], [0.43, -2.22, 3.16], [-0.48, -2.97, 1.85], [0.13, 0.21, 3.66], [-1.33, 1.06, 3.12], [-1.44, -0.27, 4.27], [1.56, -1.93, 1.17], [2.29, -0.80, 2.35], [2.24, -1.78, -1.27], [4.21, -1.45, -2.76], [6.21, -0.27, -1.83], [4.46, 0.19, 1.82], [2.34, 1.53, 1.12], [0.83, 1.84, 1.98], [2.12, 1.16, -1.43], [1.31, 2.24, -3.49], [-0.54, 3.88, -3.38], [-1.56, 4.41, -1.19]]}

***

Record 3
{"formula": "C21H27CsN4O4S", "method": "the ωB97M-V functional and the def2-TZVPD basis", "e_tot_ha": -1754.67986, "gap_ha": 0.24150, "e_lumo_ev": -0.05, "relative_energy_kcal_mol": 7.3, "symbols": ["Cs", "C", "C", "O", "C", "C", "O", "C", "C", "O", "C", "C", "O", "H", "H", "H", "H", "H", "H", "H", "H", "H", "H", "H", "H", "H", "H", "H", "H", "N", "C", "S", "N", "N", "C", "C", "C", "C", "C", "C", "C", "C", "C", "C", "C", "C", "N", "H", "H", "H", "H", "H", "H", "H", "H", "H", "H", "H"], "coordinates": [[-1.06, 0.26, 0.32], [-3.43, 1.29, 2.42], [-2.40, 1.60, 3.50], [-1.08, 1.58, 2.95], [-0.05, 1.13, 3.80], [0.17, -0.37, 3.75], [-1.00, -0.97, 4.27], [-1.04, -2.38, 4.29], [-0.98, -3.02, 2.91], [-1.75, -2.37, 1.92], [-3.16, -2.38, 2.09], [-3.71, -1.10, 2.72], [-3.35, -0.03, 1.89], [-3.34, 1.97, 1.57], [-4.43, 1.41, 2.86], [-2.48, 0.90, 4.33], [-2.61, 2.61, 3.88], [-0.26, 1.41, 4.84], [0.86, 1.65, 3.49], [1.04, -0.64, 4.37], [0.39, -0.71, 2.72], [-1.98, -2.62, 4.77], [-0.23, -2.79, 4.91], [-1.27, -4.07, 3.01], [0.04, -3.00, 2.51], [-3.48, -3.24, 2.69], [-3.60, -2.50, 1.10], [-3.30, -0.97, 3.72], [-4.80, -1.18, 2.80], [-1.03, 4.32, -2.32], [-1.01, 2.95, -2.15], [-2.54, 2.27, -1.71], [0.19, 2.46, -2.40], [0.41, 1.16, -2.03], [1.41, 0.57, -2.57], [2.19, 1.13, -3.71], [1.54, 1.44, -4.90], [2.24, 1.96, -5.97], [3.61, 2.18, -5.86], [4.26, 1.88, -4.68], [3.56, 1.36, -3.61], [1.80, -0.79, -2.10], [2.57, -1.61, -2.93], [2.97, -2.85, -2.48], [2.59, -3.27, -1.22], [1.78, -2.42, -0.48], [1.41, -1.21, -0.89], [-1.93, 4.75, -2.45], [-0.22, 4.71, -2.78], [0.47, 1.28, -4.97], [1.73, 2.19, -6.89], [4.16, 2.58, -6.70], [5.33, 2.06, -4.58], [4.07, 1.13, -2.68], [2.85, -1.27, -3.92], [3.58, -3.48, -3.11], [2.88, -4.23, -0.82], [1.43, -2.72, 0.51]]}

***

Record 4
{"formula": "C21H27F3NO3P", "method": "the ωB97M-V functional and the def2-TZVPD basis", "e_tot_ha": -1737.97905, "gap_ha": 0.33207, "e_lumo_ev": 0.69, "relative_energy_kcal_mol": 0.0, "symbols": ["C", "C", "C", "O", "P", "O", "O", "C", "C", "C", "C", "N", "C", "C", "C", "C", "C", "C", "F", "F", "F", "C", "C", "C", "C", "C", "C", "C", "C", "H", "H", "H", "H", "H", "H", "H", "H", "H", "H", "H", "H", "H", "H", "H", "H", "H", "H", "H", "H", "H", "H", "H", "H", "H", "H", "H"], "coordinates": [[-2.28, -4.91, -0.26], [-1.32, -3.87, -0.84], [0.05, -3.95, -0.18], [0.94, -2.99, -0.71], [1.19, -1.60, 0.06], [0.97, -1.69, 1.51], [2.67, -1.24, -0.42], [3.72, -1.18, 0.54], [3.86, 0.23, 1.11], [5.04, 0.32, 2.07], [0.13, -0.34, -0.78], [-1.16, -0.53, -0.17], [-2.27, 0.21, -0.50], [-2.32, 1.02, -1.64], [-3.48, 1.69, -1.97], [-4.62, 1.58, -1.18], [-4.57, 0.78, -0.05], [-5.77, 0.62, 0.84], [-6.80, 1.39, 0.49], [-6.23, -0.65, 0.85], [-5.49, 0.91, 2.13], [-3.41, 0.10, 0.30], [0.75, 1.01, -0.55], [0.55, 1.70, 0.64], [1.17, 2.91, 0.85], [2.01, 3.47, -0.10], [2.68, 4.79, 0.14], [2.21, 2.77, -1.29], [1.59, 1.56, -1.52], [-2.40, -4.76, 0.81], [-3.25, -4.83, -0.74], [-1.90, -5.91, -0.43], [-1.21, -4.02, -1.91], [-1.73, -2.87, -0.68], [-0.03, -3.81, 0.90], [0.51, -4.93, -0.37], [4.63, -1.48, 0.01], [3.52, -1.89, 1.35], [2.93, 0.48, 1.62], [3.99, 0.93, 0.28], [4.91, -0.37, 2.90], [5.11, 1.33, 2.47], [5.97, 0.08, 1.56], [0.09, -0.57, -1.85], [-1.12, -0.86, 0.78], [-1.45, 1.13, -2.26], [-3.51, 2.31, -2.85], [-5.53, 2.11, -1.44], [-3.40, -0.51, 1.19], [-0.09, 1.28, 1.40], [1.01, 3.44, 1.78], [1.97, 5.60, -0.03], [3.52, 4.93, -0.53], [3.02, 4.86, 1.17], [2.86, 3.19, -2.05], [1.76, 1.03, -2.44]]}